Entry from the OMol25 dataset: a structure of composition C19H20CoF5NO4P2 (the ωB97M-V functional and the def2-TZVPD basis).

```
52
Properties=species:S:1:pos:R:3:nbo_charge:R:1
Co -0.11 0.54 -0.42 0.70
C -2.72 2.17 1.02 -0.96
P -2.05 1.60 -0.55 1.12
C -3.43 0.94 -1.51 -0.96
C -1.51 3.09 -1.48 -0.74
C -0.89 2.63 -2.80 -0.73
P 0.15 1.12 -2.56 1.09
C 1.87 1.59 -2.86 -0.96
C -0.33 0.04 -3.94 -0.95
H -3.08 1.31 1.59 0.28
H -3.54 2.87 0.86 0.25
H -1.93 2.66 1.60 0.26
H -3.90 0.12 -0.97 0.28
H -3.09 0.57 -2.48 0.25
H -4.17 1.73 -1.67 0.26
H -0.77 3.60 -0.86 0.25
H -2.33 3.78 -1.63 0.26
H -0.28 3.42 -3.25 0.26
H -1.67 2.38 -3.52 0.25
H 2.00 1.95 -3.87 0.25
H 2.49 0.71 -2.69 0.28
H 2.17 2.36 -2.15 0.26
H -0.36 0.64 -4.85 0.25
H -1.31 -0.39 -3.76 0.25
H 0.40 -0.76 -4.05 0.28
F -2.60 -0.95 0.69 -0.33
C -1.84 -1.74 -0.10 0.33
C -0.73 -1.21 -0.75 -0.24
C 0.03 -2.10 -1.48 0.28
F 1.16 -1.70 -2.09 -0.31
C -0.32 -3.44 -1.62 0.28
F 0.43 -4.25 -2.35 -0.27
C -1.45 -3.92 -0.99 0.30
F -1.80 -5.19 -1.12 -0.27
C -2.22 -3.06 -0.22 0.26
F -3.30 -3.51 0.41 -0.27
O 0.06 0.30 1.49 -0.68
C 1.29 0.00 1.30 0.79
O 1.69 0.03 0.09 -0.68
C 2.17 -0.37 2.41 -0.20
C 3.50 -0.73 2.16 -0.11
C 4.33 -1.08 3.21 -0.21
C 3.84 -1.07 4.51 -0.17
C 2.53 -0.71 4.73 0.09
C 1.67 -0.36 3.71 -0.16
N 2.01 -0.70 6.12 0.52
O 0.85 -0.37 6.27 -0.36
O 2.77 -1.03 7.00 -0.35
H 3.86 -0.73 1.14 0.24
H 5.36 -1.36 3.02 0.24
H 4.47 -1.34 5.35 0.26
H 0.65 -0.09 3.92 0.27
```

Kohn-Sham gap = 7.847 eV
LUMO = -4.4 eV
Charge = +1
Relative energy (zero: lowest compared OMol25 entry of this formula, charge and spin) = 0.000 eV
Highest occupied orbital energy = -12.28 eV

---

Entry from the OMol25 dataset: an isolated molecule of C10H13N3O2 at a distorted geometry (the ωB97M-V functional and the def2-TZVPD basis).

```
28
Properties=species:S:1:pos:R:3:nbo_charge:R:1
C 1.09 1.66 -1.85 -0.63
C 1.20 0.15 -2.07 -0.07
C 1.19 -0.65 -0.76 -0.21
N -0.13 -0.54 -0.08 -0.29
C -0.26 -0.41 1.33 0.15
C 0.57 -1.13 2.21 -0.26
C 0.35 -1.00 3.60 -0.19
C -0.63 -0.10 4.11 -0.24
C -1.40 0.63 3.22 -0.21
C -1.18 0.49 1.87 -0.22
N -1.24 -0.49 -0.94 -0.47
C -1.15 -0.48 -2.30 0.72
O -2.19 -0.56 -2.97 -0.69
N 0.08 -0.25 -2.92 -0.17
O 0.16 -0.02 -4.32 -0.54
H 0.11 1.96 -1.51 0.22
H 1.80 2.08 -1.13 0.21
H 1.30 2.18 -2.80 0.23
H 2.15 -0.08 -2.59 0.23
H 1.40 -1.72 -0.96 0.20
H 1.98 -0.24 -0.10 0.23
H 1.33 -1.82 1.84 0.22
H 0.93 -1.56 4.34 0.22
H -0.76 -0.01 5.20 0.22
H -2.08 1.38 3.60 0.22
H -1.73 1.13 1.21 0.21
H -2.17 -0.67 -0.57 0.43
H -0.73 0.05 -4.68 0.50
```

SMILES = C[C@H]1CN(c2ccccc2)NC(=O)N1O
Kohn-Sham gap = 8.296 eV
LUMO = 0.7 eV
Charge = 0
Relative energy (zero: lowest compared OMol25 entry of this formula, charge and spin) = 2.738 eV
Highest occupied orbital energy = -7.58 eV